Record 1
DFT (wB97M-V/def2-TZVPD) results for a structure of composition C15H44LiN9O10 in a non-equilibrium geometry.

```
79
Properties=species:S:1:pos:R:3:mulliken_charge:R:1
Li 5.0874 -9.3502 -33.6081 0.878
C 8.0157 -11.6432 -33.1198 -0.197
C 6.6226 -11.1182 -32.9178 1.031
O 6.4076 -10.2273 -32.0404 -0.981
O 5.6423 -11.4126 -33.6523 -0.937
H 8.2382 -12.2614 -32.2511 -0.002
H 8.7669 -10.8653 -33.2585 0.461
H 8.0387 -12.0876 -34.1144 -0.338
C 11.0545 -10.1863 -29.1510 0.539
O 12.1676 -9.6765 -29.2900 -0.673
N 10.7027 -11.2816 -29.8986 -0.398
N 10.0692 -9.6947 -28.3930 -0.232
H 11.3629 -11.3304 -30.6605 0.254
H 9.7429 -11.5355 -30.0519 0.219
H 9.3231 -10.3246 -28.1195 0.108
H 10.1051 -8.8456 -27.8605 0.186
C 3.8653 -14.9219 -32.4267 0.659
O 3.5664 -14.3846 -31.3651 -0.639
N 3.2588 -16.0668 -32.8726 -0.415
N 4.7898 -14.4750 -33.2971 -0.175
H 3.5075 -16.4845 -33.7510 0.139
H 2.6328 -16.6479 -32.3463 0.225
H 5.3075 -13.6446 -33.0624 -0.120
H 4.8215 -14.8849 -34.2108 0.208
C 7.7772 -16.4318 -33.0786 0.572
O 8.5255 -16.3047 -34.0409 -0.620
N 7.1562 -17.5733 -32.6780 -0.387
N 7.6321 -15.4376 -32.1586 -0.376
H 6.9978 -18.4114 -33.2068 0.219
H 6.6192 -17.5450 -31.8306 0.172
H 8.0379 -14.5849 -32.5164 0.167
H 6.7583 -15.4122 -31.6621 0.238
C 7.1320 -11.9035 -28.6004 0.723
O 7.3171 -10.8101 -28.0403 -0.742
N 6.1198 -12.2322 -29.4366 -0.157
N 8.0810 -12.8821 -28.5160 -0.356
H 5.9466 -13.1998 -29.6247 0.133
H 5.4707 -11.4826 -29.6763 0.137
H 8.7500 -12.8765 -27.7669 0.226
H 7.8325 -13.7073 -29.0291 0.140
C 8.9888 -10.7279 -36.4008 -1.800
C 10.0355 -11.7089 -36.9161 1.824
C 9.5452 -12.2526 -38.2906 -0.928
C 10.6129 -12.8376 -39.1669 -0.892
C 11.8704 -12.0324 -39.3566 -0.999
C 12.4154 -11.4204 -38.0150 1.349
N 11.3167 -11.0084 -37.1364 0.118
O 11.7393 -10.2916 -35.9874 -0.444
C 13.2181 -12.6063 -37.3655 -1.626
C 13.2583 -10.1885 -38.3567 -1.854
C 10.2341 -12.8310 -35.8653 -1.780
H 9.4604 -10.0219 -35.7119 0.384
H 8.0752 -11.0797 -35.9270 0.085
H 8.7050 -10.0470 -37.2080 0.494
H 8.8441 -13.0637 -38.0746 0.381
H 8.9530 -11.5106 -38.8272 0.421
H 10.2164 -13.2107 -40.1167 0.423
H 10.9710 -13.8164 -38.8155 0.340
H 11.6199 -11.2578 -40.0871 0.370
H 12.6587 -12.6700 -39.7557 0.408
H 12.6611 -13.5322 -37.5034 0.407
H 14.2120 -12.6566 -37.8088 0.440
H 13.3275 -12.5262 -36.2810 0.255
H 13.5017 -9.6139 -37.4613 0.395
H 14.1876 -10.3871 -38.8876 0.372
H 12.6248 -9.4934 -38.9105 0.427
H 11.0038 -13.5460 -36.1499 0.247
H 9.2712 -13.3381 -35.7743 0.514
H 10.4873 -12.4866 -34.8593 0.330
H 11.9227 -11.0715 -35.4351 0.405
O 4.1827 -10.3075 -30.1088 -0.715
H 4.8763 -10.1544 -30.7723 0.305
H 3.3607 -10.1106 -30.5656 0.296
O 6.8206 -8.5029 -30.0161 -0.692
H 6.9911 -8.9237 -30.8747 0.434
H 7.2316 -9.0872 -29.3635 0.338
O 5.6813 -12.7104 -36.1999 -0.605
H 5.6789 -12.4052 -35.2760 0.390
H 4.7577 -12.6901 -36.4669 0.292
```

The calculation puts the HOMO-LUMO gap at 6.593 eV. Its total charge is 0. Its spin multiplicity is 1.

Record 2
DFT (wB97M-V/def2-TZVPD) results for a cluster of 2 separate species, CH5N2S2 in total in a non-equilibrium geometry.

```
10
Properties=species:S:1:pos:R:3:mulliken_charge:R:1
C 1.4472 -0.0054 -0.4803 0.505
N -0.1530 0.3852 1.0153 -0.642
N 0.7168 -0.3346 -1.5484 -0.280
S 2.7046 1.0348 -0.0640 0.001
S 2.5793 -1.0104 0.4099 -0.016
H -0.5198 -0.4534 1.4058 0.288
H -0.7978 0.8667 0.5243 0.273
H 0.1565 0.4712 -1.8681 0.291
H 0.1427 0.8881 1.8069 0.295
H 0.5452 -1.3179 -1.8545 0.285
```

The calculation puts the HOMO-LUMO gap at 8.559 eV. Its total charge is +1. Its spin multiplicity is 1.

Record 3
DFT (wB97M-V/def2-TZVPD) results for an isolated molecule of C4H9NO2 in a non-equilibrium geometry.

```
16
Properties=species:S:1:pos:R:3:mulliken_charge:R:1
C -1.0889 1.4853 -0.7400 -1.426
C -0.2858 0.1257 -0.7666 0.088
O 0.8101 0.4289 -1.6428 -0.573
C 0.1000 -0.2504 0.6663 0.634
N 1.5354 -0.2756 0.9300 -0.668
C -0.4291 -1.6695 0.8724 -0.354
O -1.5802 -1.9867 0.9177 -0.439
H -0.9865 1.8654 -1.7577 0.391
H -2.0620 1.3518 -0.2795 0.354
H -0.4116 2.1437 -0.1791 0.338
H -0.8534 -0.6125 -1.3209 0.363
H 1.4692 -0.2278 -1.4070 0.356
H -0.3586 0.4233 1.3988 0.257
H 2.0232 0.5965 0.8840 0.207
H 1.7831 -0.9142 1.6663 0.148
H 0.3350 -2.4839 0.7583 0.323
```

The calculation puts the HOMO-LUMO gap at 10.680 eV. Its total charge is 0. Its spin multiplicity is 1.

Record 4
DFT (wB97M-V/def2-TZVPD) results for a structure of composition C17H19Br9N4O8 in a non-equilibrium geometry.

```
57
Properties=species:S:1:pos:R:3:mulliken_charge:R:1
C 0.9160 1.4265 -0.4399 0.348
N 1.8241 2.4950 -0.8196 1.107
O 2.3332 2.4167 -1.8853 -0.580
O 2.0042 3.3641 -0.0569 -0.583
H 0.1352 1.7911 0.2223 0.248
H 1.5243 0.7241 0.1301 0.139
H 0.4816 0.9736 -1.3114 -0.630
C -4.1355 2.6107 -0.1709 -0.784
N -2.6639 2.6115 -0.1813 0.834
O -2.0858 3.6727 -0.3150 -0.539
O -2.1251 1.5099 -0.0390 -0.385
H -4.5327 2.6784 -1.1798 0.240
H -4.4967 3.5139 0.3228 0.334
H -4.4924 1.7411 0.3568 0.269
C -0.9834 -3.3714 0.6564 -0.588
C -1.0156 -2.1663 -0.0369 -0.303
C -2.2011 -1.4689 -0.1075 0.423
C -3.3309 -2.0284 0.4583 -0.304
C -3.2802 -3.1815 1.2079 -0.593
C -2.0853 -3.8794 1.3183 -0.805
N -4.5944 -1.2802 0.3956 1.093
O -4.6756 -0.4134 -0.4496 -0.561
O -5.4712 -1.5648 1.1934 -0.640
H -0.0438 -3.9161 0.6384 0.541
H -0.1262 -1.8492 -0.5615 0.335
H -2.2956 -0.6167 -0.7685 0.536
H -4.1431 -3.4552 1.8059 0.471
H -2.0142 -4.8639 1.7559 0.461
C -0.0918 -2.9757 4.3495 -0.561
C 0.7762 -3.9482 3.8518 -0.367
C 1.7687 -3.5888 2.9652 -0.466
C 1.8404 -2.2913 2.5160 0.117
C 1.0464 -1.3017 3.0595 -0.219
C 0.0757 -1.6515 3.9843 -0.492
N 2.9148 -1.9429 1.6317 0.978
O 3.7825 -2.7622 1.4507 -0.615
O 2.8485 -0.8431 1.1161 -0.652
H -0.7753 -3.2546 5.1445 0.440
H 0.7434 -4.9479 4.2635 0.427
H 2.5043 -4.3111 2.6357 0.477
H 1.1567 -0.2584 2.7995 0.455
H -0.4219 -0.8400 4.5015 0.419
C 4.0721 6.2429 -0.8118 -0.156
Br 3.9924 7.9326 -1.7469 -0.025
Br 4.2217 6.5482 1.0814 -0.025
Br 5.5109 5.1385 -1.4929 -0.012
H 3.1694 5.6914 -0.9973 0.198
C -2.2279 -0.7794 -4.1487 -0.365
Br -3.6702 0.4520 -3.7780 -0.012
Br -2.5733 -2.5077 -3.3733 -0.012
Br -0.5935 -0.0430 -3.3841 0.002
H -2.0770 -0.8597 -5.2095 0.390
C 4.6778 1.9749 -4.3491 -0.117
Br 3.3599 0.9789 -5.4066 -0.056
Br 4.8394 3.7416 -5.0902 -0.004
Br 6.3628 1.0044 -4.3738 -0.017
H 4.3412 1.9281 -3.3276 0.185
```

The calculation puts the HOMO-LUMO gap at 8.887 eV. Its total charge is 0. Its spin multiplicity is 1.